(1)
The following is a quantum chemistry calculation of a 2-piece molecular cluster, C6H18N3 overall at a distorted geometry, from the Open Molecules 2025 dataset.

Strongest force on any atom in eV/Å: 1.37
Calculated total energy in a.u.: -403.45785
HOMO level in eV: -14.053
Energy above the lowest of the compared OMol25 structures with the same formula, charge and spin in kcal per mole: 14.3
Net charge: +1

XYZ file:
```
27
Properties=species:S:1:pos:R:3:forces:R:3:mulliken_charge:R:1
C -1.873068 0.594476 -0.647469 0.1256 -0.7510 -0.7296 1.5022
C -2.059198 -0.929665 -0.860119 -0.3389 0.8624 0.2345 -1.5170
C -2.260117 1.395089 -1.923538 -0.0110 -0.6651 0.7707 -1.2053
C -2.634710 1.029375 0.582685 -0.5111 1.0541 0.1225 -1.5232
H -0.782684 0.695771 -0.526614 -0.1261 0.2994 0.3273 -0.3953
H -1.669907 -1.245201 -1.828746 0.4429 -0.2314 0.2848 0.4127
H -3.109058 -1.202618 -0.872535 -0.3154 0.0439 0.0567 0.4085
H -2.505372 0.653156 -2.689858 0.1102 0.5380 -0.2556 0.3223
H -3.126136 2.026423 -1.745285 -0.1335 -0.0125 -0.0518 0.3002
H -1.438716 2.041246 -2.208729 0.0469 0.0375 -0.3977 0.3281
H -2.371485 2.043372 0.909855 0.3692 -0.2673 0.1321 0.3865
H -3.696401 1.164580 0.361879 -0.0696 -0.3861 -0.2516 0.3875
H -2.600995 0.336393 1.417947 0.3244 -0.0816 0.1653 0.3646
H -1.630003 -1.408309 0.025925 0.1906 -0.4763 -0.3587 0.2419
C 2.707009 0.855318 -0.555527 0.4421 0.7416 -0.5321 -1.0237
C 1.651044 -0.779311 0.925850 -0.9339 0.7261 -0.6900 0.8498
N 2.268077 0.382077 0.735727 0.1660 -0.3659 0.8127 -0.1728
N 1.580726 -1.665595 -0.061718 -0.0473 -0.0954 0.0668 -0.3796
N 0.951150 -1.010710 2.037857 -0.1969 -0.1892 0.6516 -0.4359
H 2.142084 1.048617 1.479804 0.2059 0.1305 -0.0791 0.2369
H 1.992311 -1.470945 -0.959161 -0.0526 -0.0271 0.0147 0.2400
H 0.861116 -2.368528 -0.011281 0.2137 -0.2086 -0.1397 0.2379
H 0.955906 -0.419466 2.855526 0.2549 0.2087 -0.3152 0.2032
H 0.183333 -1.662502 2.030861 0.2350 -0.2574 -0.0901 0.2082
H 2.915613 1.923174 -0.498878 -0.2452 -0.0165 0.2383 0.3313
H 1.910565 0.734275 -1.288126 0.0541 -0.1102 -0.1537 0.3516
H 3.657017 0.451056 -0.910421 -0.1999 -0.5006 0.1670 0.3394
```
Positions in Å, forces in eV/Å.



(2)
The following is a quantum chemistry calculation of a 2-piece molecular cluster, C6H18N3 overall at a distorted geometry, from the Open Molecules 2025 dataset.

Strongest force on any atom in eV/Å: 4.18
Calculated total energy in a.u.: -403.36151
HOMO level in eV: -13.579
Energy above the lowest of the compared OMol25 structures with the same formula, charge and spin in kcal per mole: 74.7
Net charge: +1

XYZ file:
```
27
Properties=species:S:1:pos:R:3:forces:R:3:mulliken_charge:R:1
C 2.976881 1.453708 -1.336902 -1.1901 1.4106 -1.2913 -1.4461
C -1.712646 -1.237533 -0.770773 -0.9907 -1.6312 -0.9988 -1.4208
C -2.621251 1.011165 -0.252505 -1.2070 -2.2679 -3.2923 -1.2805
C 2.033807 0.819808 -0.244474 1.5492 2.7177 -0.4558 -0.6061
C -1.666668 -0.054715 0.163856 -0.8102 -1.0155 0.8344 0.1773
C 0.617945 0.575396 -0.512054 -1.0098 -0.3950 0.7202 0.5403
N 0.415938 -2.425521 1.303942 2.5500 2.1037 2.3400 -0.6736
N -0.282603 0.503730 0.414697 -0.7388 -0.4269 -1.2784 0.7318
N -0.058211 0.691263 1.711608 1.2237 1.1938 3.1933 -0.7748
H 2.717100 2.529289 -1.612246 -0.0002 -1.4332 0.4182 0.3444
H 3.152391 0.920612 -2.287085 -0.8893 -0.1734 0.3783 0.3702
H 3.977654 1.516354 -0.986080 0.7446 0.0032 1.0012 0.4160
H -1.449186 -1.024526 -1.828620 -0.1164 -0.1213 0.6232 0.4373
H -1.166734 -2.103894 -0.388159 0.5160 0.5594 -0.2965 0.2092
H -2.758141 -1.711405 -0.785520 1.1393 1.2940 -0.0309 0.3899
H -2.289460 1.494870 -1.174118 0.1601 0.2669 0.1709 0.3110
H -2.891982 1.686939 0.464443 -0.5693 1.8227 1.8636 0.4363
H -3.550040 0.439912 -0.612586 1.0564 1.0153 0.8030 0.3580
H 2.466774 -0.142963 -0.130268 0.3615 -1.1135 0.9354 0.2582
H 2.187026 1.518256 0.640966 -0.2904 -1.3162 -0.7353 0.3415
H -2.023386 -0.510084 1.123195 0.8323 0.8384 -0.4287 0.3477
H 0.239581 0.225538 -1.451808 0.1838 -0.0048 -0.5381 0.3755
H -0.430327 -2.845930 1.482132 -2.3051 -1.2393 0.4279 0.2311
H 0.885555 -2.928877 0.591011 0.7581 -0.7121 -0.2605 0.2253
H 0.930210 -2.420884 2.249990 -0.7447 -0.2981 -2.3359 0.2239
H 0.953119 0.629083 1.953449 -1.4671 0.3957 -0.0719 0.2108
H -0.653353 1.390409 2.273919 1.2540 -1.4731 -1.6954 0.2661
```
Positions in Å, forces in eV/Å.



(3)
The following is a quantum chemistry calculation of a 2-piece molecular cluster, C6H18N4S overall at a distorted geometry, from the Open Molecules 2025 dataset.

Strongest force on any atom in eV/Å: 5.28
2S+1: 3
Calculated total energy in a.u.: -855.82615
HOMO level (spin up / spin down) in eV: -14.923 / -15.953
Energy above the lowest of the compared OMol25 structures with the same formula, charge and spin in kcal per mole: 4.2
Net charge: +2

XYZ file:
```
29
Properties=species:S:1:pos:R:3:forces:R:3:mulliken_charge:R:1
C 0.496452 0.805248 -1.029672 -2.2058 -1.6453 -1.0972 0.3528
C -0.658663 2.046439 1.675295 3.1272 0.1371 -0.1026 -1.0820
C -2.598065 -0.679359 -0.700157 1.4834 1.9910 2.5690 -0.8924
C -1.154009 -2.133672 0.813621 2.7519 -0.4005 -0.1431 -0.9322
C 3.628631 -0.621324 0.107879 -2.4741 -0.3303 0.3310 -0.7223
C -0.362636 0.140332 -0.053803 0.2014 1.2473 -0.4595 -0.0483
N 1.308091 1.856425 -0.818220 -2.2363 -2.8928 -0.1618 -0.3394
N -0.714848 0.655068 1.110468 -0.3268 0.8804 2.6164 -0.1157
N 0.203189 0.520931 -2.380099 1.1104 1.3015 0.0919 -0.5105
N -1.180220 -1.136022 -0.294776 1.7072 4.5563 -2.0447 0.0307
S 2.001786 -1.370399 -0.342032 0.5323 -0.4651 0.1663 0.0714
H -1.306601 2.234528 2.525470 -0.7651 -0.4238 -0.5586 0.3385
H 0.368031 2.361329 2.183281 -1.5844 -1.1358 -1.3117 0.2797
H -0.776808 2.649551 0.789658 -0.5343 0.9256 0.2872 0.4776
H -2.762341 0.369592 -0.932171 1.0459 0.2747 0.1018 0.3403
H -2.846251 -1.171728 -1.513159 -1.3568 -2.7868 -3.7827 0.4758
H -3.239307 -0.876094 0.099955 -1.0053 -0.6533 1.1818 0.3781
H -1.148435 -3.038609 0.236601 0.2008 -0.9585 0.5328 0.4251
H -0.291045 -2.044709 1.593925 -1.3506 -0.0467 -1.9542 0.3496
H -2.061867 -2.040648 1.291309 -1.9129 0.0389 1.2299 0.4448
H 3.774025 0.199832 -0.622085 0.6395 -0.6689 0.5961 0.3046
H 4.141428 -1.588851 0.061511 1.2123 1.1753 0.3192 0.3806
H 3.370189 -0.220875 1.150535 1.0025 -0.5951 -1.2576 0.2831
H 1.353993 2.138754 0.127309 0.8693 1.3776 0.4654 0.2221
H 1.607029 2.187733 -1.705587 1.0853 1.5263 0.2344 0.1933
H -1.396637 0.091007 1.578828 -0.0328 -0.1521 0.6254 0.2941
H 0.274321 -0.388859 -2.794100 -0.1107 -0.8207 0.4295 0.2338
H 0.728212 1.111472 -3.044391 -0.4930 -0.1795 0.4865 0.2614
H -0.688324 -1.379246 -1.170491 -0.5806 -1.2768 0.6090 0.5055
```
Positions in Å, forces in eV/Å.